Entry 1:
Here is a molecular structure, C35H26Br3N6O4Ti at a distorted geometry from the OMol25 dataset. Energies are from ωB97M-V/def2-TZVPD.

Computed properties:
Orbital gap = 7.66 eV
ΔE to the lowest compared entry with this formula, charge and spin = 118.57 kJ/mol
Total charge = +1

```
75
Properties=species:S:1:pos:R:3:forces:R:3
Ti 0.7248 0.0325 0.4929 0.04 0.91 0.78
O 1.4923 -2.4003 -2.1698 0.17 0.10 -0.19
C 0.9702 -1.3275 -2.0592 0.12 0.01 -0.15
N 1.5261 -0.2950 -1.2384 0.16 -0.24 -0.35
C 2.7938 0.1592 -1.5437 -0.08 -0.05 -0.02
O 3.4118 -0.0630 -2.5553 0.01 -0.02 -0.02
C 3.3581 1.0317 -0.4510 0.02 -0.04 -0.09
C 4.6514 1.5049 -0.5232 0.02 0.06 0.02
C 5.1264 2.2688 0.5317 -0.02 -0.01 -0.01
C 4.2827 2.5343 1.6001 0.02 0.02 -0.01
C 2.9982 2.0222 1.5859 -0.08 0.03 0.02
N 2.5415 1.2814 0.5773 0.40 0.03 -0.15
C -0.3422 -1.0219 -2.7226 0.00 -0.03 0.07
C -0.8266 -1.9132 -3.6706 -0.05 -0.03 0.04
C -2.0572 -1.6457 -4.2456 0.00 0.00 0.01
C -2.7460 -0.5098 -3.8479 0.00 0.00 -0.01
C -2.1726 0.3136 -2.8897 -0.01 0.00 -0.03
N -0.9917 0.0705 -2.3321 0.03 0.08 -0.01
H 5.2479 1.2554 -1.3892 0.01 0.00 0.01
H 6.1395 2.6474 0.5246 0.00 0.00 0.00
H 4.6139 3.1209 2.4449 0.00 0.01 0.00
H 2.3138 2.1908 2.4066 0.00 -0.03 0.01
H -0.2457 -2.7874 -3.9271 0.01 0.00 0.00
H -2.4726 -2.3122 -4.9896 0.00 0.00 -0.01
H -3.7083 -0.2606 -4.2735 -0.01 0.00 0.01
H -2.6890 1.2070 -2.5534 0.00 0.01 0.00
C -0.7560 1.6179 4.2850 -0.02 0.02 0.01
C -0.8345 1.5940 2.7932 0.11 0.02 0.05
O 0.0765 1.0486 2.1297 -0.09 0.06 0.10
N -1.8682 2.1483 2.1899 -0.04 0.01 -0.03
C -2.0592 2.0593 0.7408 0.05 0.02 0.03
C -1.0808 2.8783 -0.0584 0.02 0.03 -0.01
C -1.4121 4.1723 -0.4332 -0.03 -0.02 -0.03
C -0.5551 4.8878 -1.2507 0.02 0.00 -0.01
C 0.6000 4.2653 -1.6864 -0.02 0.02 -0.02
C 0.8620 2.9777 -1.2552 0.03 -0.08 -0.01
N 0.0646 2.2905 -0.4359 -0.19 -0.06 0.08
H -0.9818 0.6163 4.6552 0.00 0.00 -0.01
H -1.4557 2.3238 4.7269 0.00 -0.01 0.01
H 0.2596 1.8622 4.5892 0.00 0.01 0.00
H -2.5789 2.5812 2.7570 0.01 -0.01 0.00
H -3.0703 2.4065 0.5371 0.00 0.02 0.01
H -2.0215 1.0098 0.4418 -0.02 0.00 0.00
H -2.3483 4.6018 -0.1009 0.00 0.00 0.00
H -0.7947 5.8968 -1.5583 0.00 0.00 0.00
H 1.2912 4.7576 -2.3554 0.01 -0.01 0.00
H 1.7521 2.4748 -1.6024 0.00 0.00 0.01
Br 0.8449 -3.9942 0.4408 -0.08 -0.05 0.11
C -0.8562 -3.4773 -0.1519 0.10 -0.15 -0.02
C -1.6365 -4.4691 -0.7889 0.00 0.03 0.01
C -2.8967 -4.1918 -1.2104 0.02 0.03 -0.01
Br -3.8681 -5.5324 -2.1159 -0.02 -0.01 -0.01
C -3.4795 -2.9206 -0.9625 -0.01 -0.04 0.00
C -4.8124 -2.5885 -1.2858 0.02 -0.04 -0.03
C -5.2988 -1.3565 -0.9633 0.01 0.04 0.03
C -4.4400 -0.4515 -0.3148 -0.02 0.00 -0.02
N -3.1939 -0.7119 -0.0149 0.04 -0.04 -0.01
C -2.6925 -1.9306 -0.3310 -0.05 0.03 0.04
C -1.3311 -2.2049 0.0175 -0.04 0.24 -0.03
O -0.5624 -1.1819 0.4556 -0.58 -0.80 -0.27
H -1.2032 -5.4458 -0.9471 0.00 -0.01 0.01
H -5.4353 -3.3239 -1.7759 0.00 0.00 0.00
H -6.3196 -1.0773 -1.1827 0.00 0.01 -0.01
H -4.8089 0.5326 -0.0374 -0.01 0.00 0.00
Br 5.1342 -3.3250 4.4104 0.00 -0.01 0.00
C 3.8896 -2.4366 3.2998 0.01 0.00 -0.01
C 4.0855 -2.4163 1.9270 -0.02 0.00 0.01
C 3.1773 -1.7476 1.1209 -0.01 -0.01 -0.04
C 2.0661 -1.0869 1.6533 0.07 -0.07 0.13
C 1.8923 -1.1482 3.0350 -0.07 -0.04 0.00
C 2.7885 -1.8183 3.8611 -0.01 -0.01 -0.01
H 4.9336 -2.9257 1.4898 0.01 0.00 0.00
H 3.3345 -1.7968 0.0490 0.01 0.04 0.00
H 1.0315 -0.6862 3.5009 0.02 0.03 0.01
H 2.6273 -1.8614 4.9299 0.00 0.01 0.00
```
Positions in Å, forces in eV/Å.

***

Entry 2:
Here is 2 unconnected molecules or ions with the total composition C11H23N3O6 from the OMol25 dataset. Energies are from ωB97M-V/def2-TZVPD.

Computed properties:
SMILES = N[C@@H](CCC(=O)O)C(=O)O.NCCCC[C@H](N)C(=O)O
Orbital gap = 9.62 eV
ΔE to the lowest compared entry with this formula, charge and spin = 0.00 kJ/mol

```
43
Properties=species:S:1:pos:R:3:forces:R:3
N 3.3995 -1.7099 -0.4230 -0.04 -0.25 0.14
C 4.3384 -0.8367 0.2865 0.06 0.11 0.11
C 5.7550 -1.0479 -0.2629 0.01 -0.03 -0.07
C 6.8210 -0.2204 0.4447 -0.05 -0.01 -0.02
C 8.1969 -0.5346 -0.0833 -0.08 -0.23 -0.23
O 8.4569 -1.3457 -0.9412 -0.09 0.32 0.33
O 9.1445 0.2049 0.5233 0.14 -0.09 -0.12
C 3.9145 0.6258 0.0716 0.28 0.25 0.34
O 4.3289 1.5308 0.7538 -0.21 -0.39 -0.32
O 3.0885 0.8058 -0.9586 -0.03 -0.05 -0.05
H 2.6233 -1.9806 0.1744 0.11 0.05 -0.11
H 3.8525 -2.5617 -0.7374 -0.05 0.12 0.02
H 4.3472 -1.0034 1.3724 -0.01 0.03 -0.17
H 6.0094 -2.1108 -0.1666 -0.06 0.14 0.00
H 5.7625 -0.8264 -1.3373 0.00 -0.03 0.13
H 6.8220 -0.4105 1.5242 0.02 0.02 -0.10
H 6.6376 0.8535 0.3409 0.06 -0.13 0.01
H 9.9893 -0.0599 0.1229 -0.08 0.07 0.09
H 2.9006 -0.1002 -1.2952 0.02 0.10 0.03
N -0.5879 2.3038 -0.4720 -0.11 -0.18 -0.18
C -1.7654 1.9338 0.3062 -0.09 0.01 0.16
C -2.8574 1.1766 -0.4530 -0.02 -0.01 -0.04
C -4.0547 0.8217 0.4263 -0.02 0.03 0.06
C -5.1462 0.0754 -0.3353 -0.01 -0.02 -0.08
C -6.3249 -0.3294 0.5644 0.02 0.11 0.02
N -5.8898 -1.2507 1.5990 -0.14 -0.13 -0.06
C -7.4416 -0.9072 -0.2954 -0.02 -0.36 0.03
O -7.7712 -2.0699 -0.3137 0.12 0.47 -0.02
O -8.0288 0.0242 -1.0728 -0.08 -0.13 -0.02
H -0.1626 1.4668 -0.8643 0.05 0.17 0.07
H -0.8691 2.8734 -1.2642 0.08 0.01 0.05
H -2.1879 2.8531 0.7323 0.03 -0.13 -0.05
H -1.4291 1.3297 1.1592 -0.07 0.08 -0.11
H -3.1898 1.7856 -1.3071 0.05 -0.07 0.11
H -2.4266 0.2573 -0.8772 -0.05 0.11 0.05
H -4.4795 1.7431 0.8520 0.05 -0.12 -0.06
H -3.7325 0.2080 1.2746 -0.02 0.08 -0.10
H -5.5227 0.6922 -1.1596 0.06 -0.06 0.10
H -4.7275 -0.8362 -0.7868 -0.05 0.10 0.06
H -6.7152 0.5781 1.0425 0.02 -0.10 -0.07
H -6.6440 -1.3979 2.2630 0.10 0.01 -0.02
H -5.7339 -2.1603 1.1685 0.03 0.08 0.08
H -8.7004 -0.4431 -1.5959 0.05 0.09 0.03
```
Positions in Å, forces in eV/Å.

***

Entry 3:
Here is 2 unconnected molecules or ions with the total composition C4H5Br at a distorted geometry from the OMol25 dataset. Energies are from ωB97M-V/def2-TZVPD.

Computed properties:
Orbital gap = 9.93 eV
ΔE to the lowest compared entry with this formula, charge and spin = 279.64 kJ/mol

```
10
Properties=species:S:1:pos:R:3:forces:R:3
C 0.3414 -0.3570 -1.0782 -1.26 -2.92 -1.26
C -0.3655 -0.4038 1.0203 1.57 1.43 0.46
C 0.3240 0.5791 0.0341 2.87 3.85 0.65
C 0.9145 -0.7379 0.3294 -1.63 0.41 -1.13
Br 2.4326 -1.5426 1.0431 0.27 0.18 -0.21
H -0.7269 -0.8490 -1.2149 2.24 0.82 -0.40
H 0.9659 -0.3626 -2.0253 -0.57 0.45 1.64
H -0.3513 -0.1417 2.0615 0.42 0.14 0.37
H -1.2333 -0.9600 0.7764 -1.02 -0.17 -0.74
H 1.0490 1.8463 -0.0163 -2.90 -4.18 0.62
```
Positions in Å, forces in eV/Å.

***

Entry 4:
Here is 2 unconnected molecules or ions with the total composition C20H18 at a distorted geometry from the OMol25 dataset. Energies are from ωB97M-V/def2-TZVPD.

Computed properties:
Orbital gap = 3.88 eV

```
38
Properties=species:S:1:pos:R:3:forces:R:3
C 2.3478 1.1728 -1.3085 0.65 0.60 0.26
C 3.0547 2.0350 -0.1975 -0.42 -0.47 -0.56
C 2.9877 1.1570 1.0205 -0.55 -0.96 -0.42
C 2.2603 0.0078 0.7687 0.98 1.00 0.55
C 1.8558 -0.0379 -0.5863 -0.89 0.45 0.10
C 1.1595 -1.1286 -1.1991 -0.27 -0.73 -0.26
C 0.9890 -2.3488 -0.4898 -0.21 0.29 -0.21
C 0.2099 -3.3709 -1.0165 0.04 0.09 -0.20
C -0.4168 -3.2086 -2.2612 0.07 0.20 0.14
C -0.2082 -2.0373 -3.0042 0.18 -0.06 0.12
C 0.6019 -1.0246 -2.5028 0.09 -0.04 0.44
H 1.5529 1.7215 -1.8288 0.15 -0.13 0.13
H 3.0924 0.8964 -2.0714 -0.22 -0.09 0.09
H 4.0745 2.2895 -0.5185 -0.17 0.00 0.32
H 2.5138 2.9775 -0.0307 0.11 -0.17 0.06
H 3.4528 1.4227 1.9670 -0.22 -0.10 -0.16
H 2.0094 -0.7698 1.4889 0.17 0.40 -0.10
H 1.4826 -2.4742 0.4758 -0.27 -0.04 -0.33
H 0.0946 -4.3016 -0.4571 -0.03 0.31 -0.19
H -1.0714 -3.9911 -2.6482 0.25 0.21 0.08
H -0.6714 -1.9130 -3.9847 0.13 -0.10 0.30
H 0.8028 -0.1291 -3.0946 -0.20 -0.25 0.17
C -0.7469 1.4630 -0.0951 0.76 -0.32 -0.55
C -0.5199 2.6811 0.5929 -0.87 -0.31 1.13
C -1.2789 2.6504 1.7962 1.00 0.48 -0.95
C -1.9817 1.4093 1.8685 -0.08 -1.09 -0.85
C -1.6468 0.6548 0.6650 -0.56 0.34 1.11
C -2.2233 -0.5982 0.4435 0.19 0.21 -0.02
C -3.1001 -1.1257 1.3950 -0.01 0.18 0.20
C -3.4195 -0.4038 2.5633 0.14 -0.06 -0.22
C -2.8726 0.8629 2.7983 0.22 0.02 -0.17
H -0.3812 1.1722 -1.0745 -0.19 0.29 0.14
H 0.1137 3.4978 0.2503 -0.24 -0.19 0.13
H -1.3603 3.4381 2.5397 0.14 -0.07 -0.19
H -1.9854 -1.1262 -0.4811 -0.13 -0.07 0.23
H -3.5536 -2.1037 1.2264 0.12 0.26 0.07
H -4.0998 -0.8469 3.2933 0.17 0.16 -0.22
H -3.1184 1.4303 3.6975 -0.04 -0.22 -0.16
```
Positions in Å, forces in eV/Å.

***

Entry 5:
Here is 3 unconnected molecules or ions with the total composition C28H42N4P2 at a distorted geometry from the OMol25 dataset. Energies are from ωB97M-V/def2-TZVPD.

Computed properties:
SMILES = C#Cc1cc2nc(CCCC)c(P(C)C)nc2cc1P(CC)CC.CCCC#N.CCCC#N
Orbital gap = 6.37 eV
ΔE to the lowest compared entry with this formula, charge and spin = 1058.79 kJ/mol

```
76
Properties=species:S:1:pos:R:3:forces:R:3
C -2.3154 -2.5119 0.9402 5.27 4.07 -1.11
C -1.2037 -1.8079 0.7616 -5.21 -1.62 1.92
C -0.0931 -0.6612 0.8992 0.38 2.02 -0.77
C -0.3902 0.7459 0.2726 2.55 -1.76 1.90
C 0.6627 1.9433 0.4220 -0.07 -0.82 0.22
N 0.3020 3.2109 -0.1964 4.89 0.42 2.66
C 1.2965 4.2350 0.0158 -0.65 -2.13 0.47
C 0.9951 5.6923 -0.6482 -0.82 -0.99 -0.28
C -0.6081 5.8449 -0.9833 0.79 0.59 -0.04
C -1.0169 5.1442 -2.3883 -0.30 -0.57 0.91
C -2.0988 3.9334 -2.2145 -0.04 0.25 -0.20
C 2.6153 3.9816 0.8429 -0.25 -1.98 1.09
P 3.8075 5.4764 1.0726 -0.39 -0.05 -0.12
C 5.3397 4.9507 2.0643 0.52 0.34 1.08
C 2.8402 6.6287 2.2746 -1.22 -0.16 0.18
N 3.0343 2.7364 1.4508 -5.33 1.77 -3.43
C 2.0076 1.7348 1.2004 -0.57 -2.39 0.33
C 2.2884 0.2652 1.7849 -2.84 -0.66 -1.09
C 1.2735 -0.9445 1.6560 -0.34 4.24 -0.72
P 1.8016 -2.5709 2.4596 1.67 -0.01 -0.84
C 1.0622 -4.0962 1.6202 -1.23 -1.38 -0.23
C 1.6350 -4.3547 0.1019 0.31 -0.56 1.27
C 1.5686 -2.5694 4.3432 -0.61 0.54 0.50
C 0.3495 -1.6313 4.8611 -0.29 -0.64 0.41
H -3.3672 -2.9945 1.0211 2.73 0.95 -0.29
H -1.3921 0.9144 -0.2796 2.01 -0.20 1.03
H 1.5801 5.7433 -1.6573 -0.88 0.03 1.90
H 1.2982 6.5723 0.0240 -0.19 -1.59 -0.92
H -0.7971 6.9878 -1.0612 0.29 -1.88 0.13
H -1.2129 5.4662 -0.0772 0.90 0.44 -1.57
H -1.4745 5.9364 -3.0851 0.89 -1.22 0.99
H -0.0502 4.7018 -2.8378 -1.64 0.82 0.45
H -2.7079 4.0094 -1.2268 1.07 0.10 -1.68
H -2.8362 3.9890 -3.1114 1.37 -0.37 1.67
H -1.5674 2.9090 -2.1816 -0.95 1.73 -0.24
H 5.2512 5.3902 3.1389 0.12 -0.95 -1.76
H 6.2496 5.4981 1.5862 -1.62 -1.20 0.69
H 5.5115 3.8175 2.1360 -0.30 1.77 -0.25
H 3.3550 6.7591 3.2937 -0.66 -0.08 -1.67
H 2.6584 7.6386 1.7285 0.46 -1.70 1.18
H 1.7965 6.1486 2.4782 1.80 0.92 -0.31
H 3.2875 0.0874 2.3571 -2.02 0.37 -1.24
H 1.4307 -5.0214 2.2333 -0.49 1.86 -0.82
H -0.1012 -4.1615 1.6679 2.09 0.15 -0.31
H 2.7833 -4.1944 0.1688 -1.98 0.02 -0.44
H 1.1193 -3.7070 -0.6930 0.93 -0.98 1.25
H 1.4948 -5.4943 -0.1106 -0.02 2.14 0.20
H 1.4233 -3.6797 4.6620 0.28 1.97 -0.56
H 2.5747 -2.1877 4.7964 -1.84 -0.80 -0.95
H -0.1649 -1.0131 4.0403 1.04 -0.97 1.08
H 0.7444 -0.8956 5.6622 -0.90 -1.34 -1.17
H -0.4664 -2.3532 5.2763 1.38 1.57 -0.42
C 2.9479 -8.5568 -1.4077 0.07 0.04 -0.06
C 2.9070 -9.7415 -0.4480 0.28 0.19 -0.17
C 1.4914 -10.0711 0.0311 -0.09 0.77 0.49
C 0.9111 -8.8892 0.7636 -1.85 3.07 2.05
N 0.4502 -7.9500 1.3451 2.12 -4.12 -2.59
H 2.5978 -7.6379 -0.9295 -0.03 -0.10 -0.03
H 3.9720 -8.3766 -1.7450 -0.12 -0.03 -0.01
H 2.3269 -8.7447 -2.2895 0.06 0.05 0.07
H 3.5483 -9.5230 0.4126 -0.13 -0.12 -0.04
H 3.3279 -10.6191 -0.9483 -0.12 -0.01 0.13
H 1.5133 -10.9331 0.7036 -0.15 0.17 0.01
H 0.8466 -10.3193 -0.8172 -0.02 0.12 0.14
C -7.4532 1.3541 -4.1005 -0.07 -0.09 0.01
C -7.0438 2.5986 -3.3197 -0.21 -0.29 0.08
C -6.0337 3.4678 -4.0719 0.70 -0.62 0.07
C -4.7773 2.6796 -4.3364 3.51 -1.96 -0.93
N -3.7789 2.0537 -4.5462 -4.53 2.69 0.91
H -6.6013 0.6930 -4.2813 -0.04 0.11 -0.02
H -8.1951 0.7803 -3.5387 0.04 0.07 -0.09
H -7.8915 1.6238 -5.0667 0.04 -0.06 0.08
H -6.6233 2.2904 -2.3564 0.00 0.15 -0.10
H -7.9370 3.1935 -3.1051 0.15 0.07 -0.01
H -5.7831 4.3517 -3.4785 0.15 -0.10 -0.13
H -6.4521 3.8064 -5.0244 0.16 -0.08 0.04
```
Positions in Å, forces in eV/Å.

***

no.,HOMO energy (eV)
1,-10.654
2,-9.125
3,-9.128
4,-5.856
5,-7.192